Below is the ion C4H13N2O with charge +1 in a non-equilibrium geometry, with properties calculated with wB97M-V/def2-TZVPD.

Results
HOMO-LUMO gap ... 11.73 eV
Electronic energy ... -344.683754 hartree
LUMO ... -2.71 eV
Charge ... +1
Largest force on an atom ... 0.06062 hartree/bohr
HOMO level ... -14.436 eV
ΔE to the lowest compared entry with this formula, charge and spin ... 52.14 kcal/mol

Each atom is followed by the atoms it is bonded to, with distances in Å.
Geometry (Å):
1 N 1.95101 1.40539 -0.52361  C2 1.489, H8 1.017, H9 1.039
2 C 0.93123 1.81447 0.48095  N1 1.489, C3 1.570, H10 1.068, H11 1.097
3 C -0.40367 0.99168 0.40448  C2 1.570, C4 1.559, H12 1.202, H13 1.072
4 C -0.38946 -0.56679 0.45617  C3 1.559, N5 1.691, C6 1.557, H14 1.079
5 N 0.44495 -0.98835 -0.95305  C4 1.691, H15 1.086, H16 1.035, H17 0.998
6 C -1.69598 -1.37832 0.21471  C4 1.557, O7 1.418, H18 1.062, H19 1.132
7 O -1.47855 -2.77956 0.20851  C6 1.418, H20 0.980
8 H 1.93899 1.93001 -1.39513  N1 1.017
9 H 2.93040 1.63224 -0.25945  N1 1.039
10 H 0.73323 2.85752 0.59270  C2 1.068
11 H 1.49865 1.61668 1.39821  C2 1.097
12 H -0.94163 1.34276 -0.61152  C3 1.202
13 H -1.05646 1.31921 1.18948  C3 1.072
14 H 0.27046 -0.94870 1.21966  C4 1.079
15 H 1.27372 -0.30000 -0.81370  N5 1.086
16 H 0.50885 -2.01726 -1.04887  N5 1.035
17 H -0.17004 -0.67565 -1.67358  N5 0.998
18 H -1.91106 -1.06854 -0.77816  C6 1.062
19 H -2.47820 -0.99196 0.93577  C6 1.132
20 H -1.95642 -3.19482 0.95642  O7 0.980

Atom charges from the natural (NBO) analysis, given in e for atoms 1 to 5: atom 1 (N): -0.873, atom 2 (C): -0.228, atom 3 (C): -0.455, atom 4 (C): 0.003, atom 5 (N): -0.778



Below is the ion C5H10NO with charge -2 in a non-equilibrium geometry, with properties calculated with wB97M-V/def2-TZVPD.

Results
HOMO-LUMO gap (spin up / spin down) ... 3.02 / 6.73 eV
Electronic energy ... -326.309137 hartree
LUMO (spin up / spin down) ... 7.19 / 7.37 eV
Charge ... -2
Largest force on an atom ... 0.04771 hartree/bohr
2S+1 ... 2
HOMO level (spin up / spin down) ... 4.166 / 0.638 eV
Expectation value of S² ... 0.7509
ΔE to the lowest compared entry with this formula, charge and spin ... 10.73 kcal/mol

Each atom is followed by the atoms it is bonded to, with distances in Å.
Geometry (Å):
1 N 0.02842 0.03125 1.27426  C2 1.468, C5 1.487, H8 1.012
2 C 1.10998 0.96288 0.93242  N1 1.468, C3 1.515, H9 1.106, H10 1.088
3 C 0.83761 1.40877 -0.48956  C2 1.515, C4 1.530, H11 1.094, H12 1.092
4 C 0.15081 0.16837 -1.06332  C3 1.530, C5 1.541, H13 1.098, H14 1.094
5 C -0.72912 -0.39662 0.06799  N1 1.487, C4 1.541, C6 1.558, H15 1.090
6 C -0.95400 -1.92724 -0.11403  C5 1.558, O7 1.368, H16 1.109, H17 1.130
7 O -2.05083 -2.14808 -0.90086  C6 1.368
8 H -0.64619 0.44575 1.90391  N1 1.012
9 H 1.13389 1.78764 1.66838  C2 1.106
10 H 2.06489 0.51679 1.20413  C2 1.088
11 H 0.02842 2.14271 -0.42473  C3 1.094
12 H 1.73617 1.75810 -1.00281  C3 1.092
13 H -0.52330 0.51189 -1.85944  C4 1.098
14 H 0.73079 -0.54327 -1.65777  C4 1.094
15 H -1.73426 0.01770 -0.00555  C5 1.090
16 H -0.07003 -2.48278 -0.48854  C6 1.109
17 H -1.11327 -2.25384 0.95553  C6 1.130

Atom charges from the natural (NBO) analysis, given in e for atoms 1 to 5: atom 1 (N): -0.669, atom 2 (C): -0.610, atom 3 (C): -0.810, atom 4 (C): -0.429, atom 5 (C): -0.095



Below is a cluster of 3 separate species, C22H30N2O12S in total in a non-equilibrium geometry, with properties calculated with wB97M-V/def2-TZVPD.

Results
HOMO-LUMO gap ... 8.48 eV
Electronic energy ... -2266.688071 hartree
LUMO ... -1.07 eV
Largest force on an atom ... 0.13524 hartree/bohr
HOMO level ... -9.552 eV
ΔE to the lowest compared entry with this formula, charge and spin ... 0.00 kcal/mol

Each atom is followed by the atoms it is bonded to, with distances in Å.
Geometry (Å):
1 C 5.83986 -0.84675 0.12414  C2 1.622, H24 1.139, H25 1.155, H26 1.153
2 C 5.58965 0.31157 -0.98293  C1 1.622, O3 1.468, H27 1.146, H28 1.154
3 O 6.40785 1.48596 -0.65699  C2 1.468, C4 1.451
4 C 5.83098 2.57183 -1.42744  O3 1.451, C5 1.597, H29 1.163, H30 1.146
5 C 6.66950 3.92963 -1.37661  C4 1.597, O6 1.455, H31 1.158, H32 1.158
6 O 6.87477 4.49980 -0.05407  C5 1.455, C7 1.415
7 C 5.81592 4.21941 0.84218  O6 1.415, C8 1.421, C22 1.597
8 C 4.59904 4.93614 1.00098  C7 1.421, C9 1.592, C19 1.612
9 C 4.02802 6.21091 0.23752  C8 1.592, C10 1.625, H33 1.148, H34 1.160
10 C 2.64991 5.91872 -0.57234  C9 1.625, C11 1.612, H35 1.155, H36 1.156
11 C 2.76917 4.69709 -1.61666  C10 1.612, C12 1.604, H37 1.144, H38 1.144
12 C 2.15086 3.36845 -0.96574  C11 1.604, S13 1.891, H39 1.141, H40 1.152
13 S 1.79591 2.07162 -2.29508  C12 1.891, C14 1.847
14 C 0.27353 1.24636 -1.65319  S13 1.847, N15 1.431, O18 1.423
15 N 0.03843 -0.07782 -1.16335  C14 1.431, N16 1.383
16 N -1.29656 -0.00620 -0.81043  N15 1.383, C17 1.438
17 C -1.85050 1.29676 -1.06010  N16 1.438, O18 1.422, H41 1.146
18 O -0.84201 2.12891 -1.61986  C14 1.423, C17 1.422
19 C 3.70733 4.29793 2.18206  C8 1.612, O20 1.248, O21 1.429
20 O 2.61878 4.68223 2.65537  C19 1.248
21 O 4.40871 3.16640 2.70186  C19 1.429, C22 1.440
22 C 5.62862 3.07738 1.94236  C7 1.597, O21 1.440, O23 1.258
23 O 6.37230 2.10869 2.24412  C22 1.258
24 H 5.71252 -1.89040 -0.31516  C1 1.139
25 H 5.09839 -0.63435 0.98420  C1 1.155
26 H 6.89501 -0.71063 0.56856  C1 1.153
27 H 4.47226 0.56022 -1.04231  C2 1.146
28 H 5.88943 -0.08280 -2.02479  C2 1.154
29 H 5.85583 2.21975 -2.53513  C4 1.163
30 H 4.72124 2.69766 -1.17159  C4 1.146
31 H 7.72456 3.67660 -1.78195  C5 1.158
32 H 6.23706 4.69199 -2.13390  C5 1.158
33 H 4.79903 6.75477 -0.41729  C9 1.148
34 H 3.73047 6.97393 1.05854  C9 1.160
35 H 1.74332 5.81434 0.13484  C10 1.155
36 H 2.46104 6.86534 -1.20903  C10 1.156
37 H 3.86928 4.52183 -1.87711  C11 1.144
38 H 2.15160 4.93908 -2.54897  C11 1.144
39 H 1.14951 3.59522 -0.46738  C12 1.141
40 H 2.81558 2.88112 -0.16056  C12 1.152
41 H -2.91215 1.68032 -0.86146  C17 1.146
42 C -3.61222 -1.88492 -0.55692  C43 1.513, H49 1.093, H50 1.092, H51 1.093
43 C -4.76864 -2.85800 -0.47725  C42 1.513, C44 1.498, O48 1.428, H52 1.095
44 C -4.42028 -4.25707 -0.88445  C43 1.498, O45 1.425, H53 1.091, H54 1.095
45 O -5.68288 -4.76555 -1.30573  C44 1.425, C46 1.362
46 C -6.40367 -3.69711 -1.74485  O45 1.362, O47 1.200, O48 1.363
47 O -7.44228 -3.77553 -2.34067  C46 1.200
48 O -5.78716 -2.52506 -1.42092  C43 1.428, C46 1.363
49 H -3.97329 -0.85545 -0.49297  C42 1.093
50 H -2.89883 -2.05959 0.25067  C42 1.092
51 H -3.08419 -1.97322 -1.50987  C42 1.093
52 H -5.21666 -2.82670 0.52196  C43 1.095
53 H -4.01683 -4.84733 -0.06026  C44 1.091
54 H -3.73017 -4.30687 -1.73356  C44 1.095
55 C -8.50725 -6.29224 1.50737  C56 1.513, H62 1.093, H63 1.092, H64 1.094
56 C -7.10841 -6.52408 2.03659  C55 1.513, C57 1.500, O61 1.426, H65 1.095
57 C -6.91011 -6.08781 3.45767  C56 1.500, O58 1.423, H66 1.091, H67 1.095
58 O -5.51019 -5.83273 3.49502  C57 1.423, C59 1.362
59 C -5.14811 -5.47892 2.23041  O58 1.362, O60 1.201, O61 1.361
60 O -4.08078 -5.01746 1.93178  C59 1.201
61 O -6.15826 -5.71350 1.34889  C56 1.426, C59 1.361
62 H -8.52614 -6.39220 0.41930  C55 1.093
63 H -9.21133 -7.00658 1.94031  C55 1.092
64 H -8.85513 -5.28084 1.73582  C55 1.094
65 H -6.82123 -7.57093 1.89045  C56 1.095
66 H -7.18505 -6.85916 4.17848  C57 1.091
67 H -7.43498 -5.16014 3.70739  C57 1.095

Atom charges from the natural (NBO) analysis, given in e for atoms 1 to 5: atom 1 (C): -0.643, atom 2 (C): -0.078, atom 3 (O): -0.548, atom 4 (C): -0.110, atom 5 (C): -0.096